# 1
Here is a cluster of 11 separate species, C32H69N7O10 in total in a non-equilibrium geometry from the Open Molecules 2025 dataset. Energies are from ωB97M-V/def2-TZVPD.

- HOMO level: -9.111 eV
- Maximum force: 4.9 eV/A
- SMILES: CN(C)C=O.CN(C)C=O.CN(C)C=O.CN(C)C=O.CN(C)C=O.CN(C)C=O.CC(C)=O.CC(C)=O.CC(C)=O.CC(C)=O.CC#N
- Relative energy (zero: lowest compared OMol25 entry of this formula, charge and spin): 1.812 eV

Positions of all 118 atoms, in Å:
C 25.09079 -26.78853 -12.17924
O 24.97286 -27.98036 -12.34832
N 24.45915 -26.16800 -11.13817
C 24.44391 -24.68822 -11.08530
C 23.50017 -26.95096 -10.28765
H 25.58890 -26.07268 -12.85128
H 25.28280 -24.36254 -11.70036
H 24.79604 -24.36074 -10.10711
H 23.49772 -24.21896 -11.35480
H 23.88524 -27.00208 -9.26921
H 22.54713 -26.45367 -10.46800
H 23.34534 -27.95672 -10.67826
C 15.59252 -30.67805 -8.59236
O 16.76318 -30.94325 -8.44029
N 14.85852 -30.69397 -9.69802
C 13.53487 -30.12338 -9.71619
C 15.36593 -31.05345 -10.99844
H 14.94837 -30.34545 -7.76371
H 13.58862 -29.09724 -10.07985
H 13.06652 -30.12192 -8.73194
H 12.85822 -30.66555 -10.37671
H 14.74488 -31.68051 -11.63812
H 15.74548 -30.15278 -11.48098
H 16.27930 -31.64824 -10.98951
C 35.37770 -30.90339 -5.03519
O 34.18047 -31.08760 -4.88185
N 36.07426 -29.78121 -4.65808
C 37.51905 -29.75861 -4.92772
C 35.59917 -28.63283 -4.00273
H 36.06783 -31.69780 -5.35898
H 38.15600 -29.52359 -4.07498
H 37.65958 -28.93700 -5.63007
H 37.91995 -30.64972 -5.41075
H 35.63210 -27.81292 -4.72021
H 34.61499 -28.75053 -3.54928
H 36.22732 -28.28501 -3.18265
C 15.45133 -32.55126 0.55385
O 15.35563 -33.57306 1.19875
N 16.55420 -31.81935 0.52190
C 16.69459 -30.54664 -0.24932
C 17.61189 -32.20899 1.41380
H 14.70167 -32.22066 -0.18161
H 15.70415 -30.27756 -0.61636
H 17.40649 -30.70298 -1.05979
H 17.05766 -29.73672 0.38338
H 18.53653 -32.40692 0.87162
H 17.78141 -31.43035 2.15751
H 17.55582 -33.08351 2.06200
C 17.85145 -37.26098 -6.68010
O 17.17536 -37.81688 -7.58833
N 17.83736 -37.75258 -5.45457
C 18.63737 -37.16551 -4.41301
C 17.00501 -38.86097 -5.05591
H 18.42647 -36.33476 -6.83400
H 19.38301 -36.56105 -4.92947
H 19.12390 -37.90357 -3.77532
H 18.01742 -36.61064 -3.70884
H 17.52865 -39.50021 -4.34510
H 16.20547 -38.38130 -4.49132
H 16.77489 -39.44492 -5.94706
C 22.72268 -35.22779 -11.24566
O 23.50539 -35.26250 -10.30169
N 22.41118 -36.34446 -12.01769
C 21.55589 -36.20611 -13.11584
C 22.80512 -37.71105 -11.69287
H 21.97282 -34.46306 -11.50083
H 20.71959 -36.89114 -12.97646
H 22.05960 -36.59013 -14.00292
H 21.26756 -35.16008 -13.21972
H 23.22248 -37.88258 -10.70065
H 21.93557 -38.36280 -11.60793
H 23.40262 -38.13142 -12.50181
C 23.55076 -31.00336 -4.08240
C 25.03919 -30.77652 -4.02764
O 25.41818 -29.60232 -4.05410
C 25.93630 -31.97351 -3.91579
H 23.19381 -30.98969 -3.05260
H 23.24048 -31.86901 -4.66761
H 23.06895 -30.22647 -4.67604
H 25.54901 -32.81183 -3.33670
H 26.79350 -31.73801 -3.28504
H 26.34089 -32.33813 -4.85996
C 30.33885 -28.57845 1.93787
C 31.71390 -29.01354 2.54617
O 32.72101 -29.09071 1.86531
C 31.77935 -29.50280 3.98903
H 29.49695 -29.08234 2.41264
H 30.37598 -28.86437 0.88669
H 30.23979 -27.49405 1.88913
H 32.18160 -30.50796 4.11537
H 30.81592 -29.22913 4.41914
H 32.49278 -28.81943 4.44958
C 29.73829 -29.04856 -9.72512
C 30.32161 -30.20240 -10.54503
O 31.35992 -30.07117 -11.11147
C 29.64192 -31.61243 -10.55657
H 30.55663 -28.69290 -9.09907
H 28.94802 -29.42748 -9.07705
H 29.43291 -28.16108 -10.27937
H 28.59534 -31.39847 -10.77336
H 29.87911 -32.12323 -9.62334
H 30.02141 -32.12957 -11.43785
C 23.05904 -26.66879 1.81309
C 22.64393 -26.52437 3.17648
O 21.80826 -27.29418 3.70637
C 23.30468 -25.40659 4.00510
H 22.41870 -26.21603 1.05607
H 23.05786 -27.72048 1.52663
H 24.10352 -26.38733 1.67909
H 23.96360 -25.78901 4.78464
H 22.56991 -24.86751 4.60311
H 23.77954 -24.72226 3.30203
C 30.94400 -36.96524 -3.18715
C 32.40297 -37.11222 -2.95055
N 33.53449 -37.22530 -2.84228
H 30.70515 -37.05999 -4.24643
H 30.81061 -35.94386 -2.83063
H 30.26372 -37.52033 -2.54125

---

# 2
Here is a structure of composition C34H68Br2F4N4O9S9 in a non-equilibrium geometry from the Open Molecules 2025 dataset. Energies are from ωB97M-V/def2-TZVPD.

- HOMO level: -8.107 eV
- Maximum force: 2.1 eV/A

Positions of all 130 atoms, in Å:
C 3.39143 -3.14644 -0.04803
C 1.97892 -3.28264 0.59672
C 0.81848 -3.15561 -0.45544
F 1.29845 -3.11174 -1.76642
C -0.17115 -2.04126 -0.12687
C -1.23858 -2.38382 0.82980
C -1.30939 -3.77803 1.48799
C -2.56745 -4.59560 1.03379
C -2.17305 -6.07524 0.92741
F -1.10461 -6.28975 0.09549
Br -1.60269 -6.75054 2.69098
C -3.40904 -6.89256 0.37376
F -4.14298 -6.15799 -0.49604
F -3.03536 -8.00543 -0.26722
Br -4.65539 -7.31314 1.84595
C -2.23262 -1.49719 1.19832
N -3.25353 -1.92922 2.11358
C -2.89044 -1.74032 3.53576
C -4.55913 -1.40519 1.79929
C -5.27179 -2.03671 0.57931
O -5.11269 -0.50567 2.38352
C -2.15102 -0.18286 0.62340
N -2.96390 0.82588 0.86057
S -2.52574 2.11453 -0.02703
N -1.24100 1.42548 -0.73692
C -1.09032 0.18039 -0.33387
C -0.08447 -0.78819 -0.68142
C 1.02655 -0.39734 -1.66235
C 1.50558 1.05448 -1.54421
N 1.62861 1.77625 -2.58507
H 3.63384 -2.08921 -0.24542
H 3.47732 -3.77116 -0.94810
H 4.10252 -3.54336 0.70077
H 1.94504 -4.30899 1.01201
H 1.84387 -2.60121 1.44951
H 0.26260 -4.10679 -0.38538
H -1.40292 -3.58301 2.56877
H -0.36831 -4.33580 1.38509
H -2.91370 -4.16240 0.08529
H -3.33329 -4.46706 1.81142
H -3.71806 -1.38934 4.16332
H -1.98898 -1.11566 3.66416
H -2.60274 -2.73720 3.93286
H -5.15867 -1.29415 -0.23589
H -4.81497 -2.98266 0.25877
H -6.34738 -2.09428 0.78639
H 0.74350 -0.64648 -2.70021
H 1.90122 -1.03351 -1.43234
H 1.78027 1.49392 -0.57314
H 1.36290 1.25873 -3.42562
C -6.88866 2.97715 -0.20444
S -5.92404 3.09558 -1.71702
O -4.62733 3.74542 -1.36702
C -6.95413 4.34048 -2.50389
H -6.39499 2.26940 0.46076
H -6.94309 3.95443 0.27710
H -7.88936 2.61513 -0.44075
H -7.00536 5.23095 -1.87781
H -7.95360 3.93754 -2.66554
H -6.50980 4.59770 -3.46375
C 5.17721 3.96689 -2.93549
S 5.30681 2.24968 -3.45354
O 5.95218 1.49967 -2.34604
C 6.56429 2.52534 -4.71475
H 4.46302 4.01954 -2.11573
H 6.15031 4.32627 -2.59765
H 4.81876 4.57201 -3.76883
H 7.45014 2.97496 -4.26421
H 6.16322 3.17747 -5.49158
H 6.82668 1.56254 -5.14978
C 8.77506 -3.48675 2.70296
S 7.38094 -2.49765 2.13612
O 6.14369 -3.12003 2.68439
C 7.50173 -2.97739 0.40874
H 8.86227 -3.36739 3.78159
H 8.60492 -4.53751 2.46509
H 9.68878 -3.13403 2.22376
H 7.41263 -4.06043 0.31983
H 8.45533 -2.64397 0.00050
H 6.69075 -2.50027 -0.13853
C 8.14082 -6.07480 -3.97084
S 7.02180 -4.74879 -3.49058
O 7.83308 -3.71347 -2.79926
C 6.15465 -5.68605 -2.22190
H 8.81139 -5.69318 -4.73870
H 8.72260 -6.39968 -3.10750
H 7.56482 -6.90840 -4.37386
H 6.86339 -6.03598 -1.47024
H 5.64228 -6.53209 -2.68094
H 5.42231 -5.02994 -1.75390
C 2.43958 2.47773 3.92562
S 1.74354 2.60489 2.27475
O 2.37133 1.53860 1.44476
C 2.55091 4.15630 1.85285
H 2.09509 1.54521 4.37167
H 3.52547 2.47520 3.87125
H 2.09519 3.31779 4.52960
H 3.63273 4.04317 1.93156
H 2.20254 4.94072 2.52621
H 2.28293 4.41182 0.82828
C 4.91212 5.11551 7.13361
S 4.21512 5.24162 5.47998
O 4.84663 4.18154 4.65326
C 5.01692 6.79521 5.05480
H 4.56945 4.18261 7.57773
H 6.00088 5.11398 7.07660
H 4.56618 5.95407 7.73872
H 6.09894 6.68547 5.13102
H 4.66800 7.58029 5.72635
H 4.74806 7.04877 4.03076
C -7.40155 -3.49386 -3.19171
S -8.57005 -2.20536 -2.72909
O -7.79562 -1.12281 -2.06955
C -9.38450 -3.14969 -1.43066
H -6.75494 -3.10193 -3.97478
H -6.79838 -3.77462 -2.32736
H -7.94587 -4.35968 -3.57010
H -8.65411 -3.45270 -0.67948
H -9.86543 -4.02643 -1.86551
H -10.13867 -2.51454 -0.96933
C -8.50670 9.29918 -1.60868
S -8.24102 8.55994 -3.22809
O -8.81268 7.18812 -3.18753
C -6.45465 8.40157 -3.07082
H -9.57625 9.45092 -1.47484
H -8.13298 8.63208 -0.83112
H -7.99492 10.26077 -1.55974
H -6.21094 7.79202 -2.19997
H -6.00896 9.39205 -2.97512
H -6.07465 7.91915 -3.96967

---

# 3
Here is the molecule C4H4S in a non-equilibrium geometry from the Open Molecules 2025 dataset. Energies are from ωB97M-V/def2-TZVPD.

- HOMO level: -8.672 eV
- Maximum force: 13.5 eV/A
- SMILES: C#CC(C)=S
- Relative energy (zero: lowest compared OMol25 entry of this formula, charge and spin): 4.100 eV

Positions of all 9 atoms, in Å:
C 1.07121 -0.75158 -0.53754
C 0.38883 0.14647 0.51147
C -0.90091 0.25730 0.33004
C -2.10951 0.79776 0.24106
H 0.73265 -1.70716 -0.33851
H 0.68096 -0.35759 -1.59344
H 2.14744 -0.44510 -0.42751
H -2.97473 1.14360 -0.17376
S 0.96405 0.91630 1.98818